Entry 1:
The following is a quantum chemistry calculation of a cluster of 6 separate species, C52H69Br2N3O16 in total at a distorted geometry, from the Open Molecules 2025 dataset.

Values from the calculation:
HOMO-LUMO gap	6.5	eV
SMILES	CCCCNc1c(NCC)c(/C(Br)=C(\C)Br)c(CCO)c2c1C(=O)c1c(cc(N(C)C(C)=O)c(CCC(=O)O)c1C)C2=O.O=C1CCCO1.O=C1CCCO1.O=C1CCCO1.O=C1CCCO1.O=C1CCCO1
energy	-232330.086	eV
charge	0
LUMO	-1.6	eV

Each line ends with the Löwdin charge.
Geometry (Å):
C1 3.378 1.022 0.786  -0.145
C2 2.483 0.420 -0.461  -0.254
C3 3.373 -0.486 -1.527  -0.182
C4 2.708 -0.500 -3.042  -0.197
N1 1.936 -1.784 -3.346  -0.042
C5 1.026 -2.183 -2.203  -0.051
C6 1.496 -3.462 -1.266  -0.058
N2 2.794 -4.188 -1.555  -0.073
C7 2.490 -5.438 -2.355  -0.250
C8 3.686 -6.521 -2.023  -0.102
C9 0.560 -3.934 0.039  -0.062
C10 1.158 -5.180 0.905  -0.617
Br1 2.641 -5.121 2.247  0.625
C11 0.523 -6.536 0.657  -0.597
C12 -0.743 -6.743 -0.398  -0.127
Br2 1.121 -8.226 1.615  0.592
C13 -0.835 -3.224 0.497  -0.026
C14 -1.829 -3.551 1.715  -0.160
C15 -1.572 -4.796 2.696  -0.230
O1 -2.465 -4.753 3.902  -0.145
C16 -1.297 -1.923 -0.456  0.029
C17 -0.371 -1.442 -1.763  0.044
C18 -0.814 -0.121 -2.686  -0.178
O2 -0.543 -0.096 -4.005  -0.046
C19 -1.629 1.103 -1.890  0.016
C20 -2.555 0.615 -0.586  -0.005
C21 -3.381 1.803 0.200  0.075
C22 -3.318 3.407 -0.268  -0.077
N3 -4.059 4.529 0.427  -0.150
C23 -5.264 4.046 1.204  -0.115
C24 -3.122 5.271 1.387  -0.263
C25 -3.112 6.913 1.584  -0.023
O3 -2.269 4.495 2.109  -0.041
C26 -2.405 3.853 -1.596  -0.011
C27 -2.397 5.451 -2.075  -0.132
C28 -3.237 5.533 -3.504  -0.102
C29 -4.767 4.935 -3.406  -0.258
O4 -5.014 3.682 -3.874  -0.055
O5 -5.946 5.671 -2.886  -0.029
C30 -1.536 2.670 -2.390  -0.051
C31 -0.618 3.110 -3.684  -0.096
C32 -2.631 -1.006 -0.178  -0.199
O6 -3.802 -1.422 0.304  -0.046
H1 3.381 0.229 1.676  0.089
H2 4.469 1.317 0.449  0.064
H3 2.767 1.954 1.206  0.082
H4 1.910 1.303 -0.989  0.102
H5 1.677 -0.305 0.032  0.100
H6 3.628 -1.552 -1.110  0.106
H7 4.408 0.090 -1.641  0.113
H8 3.605 -0.402 -3.817  0.127
H9 2.009 0.443 -3.247  0.110
H10 2.588 -2.554 -3.619  0.103
H11 3.340 -4.394 -0.679  0.090
H12 2.416 -5.191 -3.518  0.131
H13 1.412 -5.849 -2.062  0.096
H14 3.774 -7.330 -2.875  0.072
H15 3.590 -6.993 -0.938  0.091
H16 4.696 -5.907 -2.012  0.089
H17 -0.709 -6.024 -1.322  0.091
H18 -1.800 -6.578 0.112  0.089
H19 -0.772 -7.843 -0.835  0.048
H20 -1.914 -2.569 2.389  0.144
H21 -2.926 -3.681 1.259  0.143
H22 -0.472 -4.892 3.150  0.120
H23 -1.848 -5.826 2.163  0.117
H24 -2.917 -3.860 3.967  0.093
H25 -4.050 1.493 1.128  0.098
H26 -5.709 4.970 1.814  0.109
H27 -4.963 3.254 2.038  0.099
H28 -6.143 3.633 0.523  0.113
H29 -2.323 7.236 2.413  0.099
H30 -4.172 7.352 1.889  0.093
H31 -2.789 7.462 0.588  0.088
H32 -1.287 5.775 -2.345  0.125
H33 -2.829 6.172 -1.246  0.096
H34 -3.331 6.642 -3.920  0.137
H35 -2.701 4.918 -4.374  0.120
H36 -6.459 5.114 -2.220  0.124
H37 -0.963 2.507 -4.645  0.098
H38 0.535 2.874 -3.530  0.090
H39 -0.667 4.271 -3.928  0.071
O7 -2.445 6.721 -7.214  0.089
C33 -3.043 5.749 -7.644  -0.466
C34 -4.533 5.601 -7.703  -0.086
C35 -4.695 4.120 -7.932  -0.164
C36 -3.438 3.762 -8.681  -0.169
O8 -2.438 4.650 -8.184  0.027
H40 -4.918 6.187 -8.542  0.136
H41 -4.998 5.915 -6.765  0.126
H42 -5.608 3.858 -8.474  0.122
H43 -4.713 3.598 -6.967  0.118
H44 -3.539 3.918 -9.760  0.128
H45 -3.135 2.727 -8.499  0.130
O9 6.147 0.820 1.843  0.077
C37 6.467 1.938 2.212  -0.460
C38 6.596 2.377 3.639  -0.083
C39 6.616 3.879 3.507  -0.171
C40 7.224 4.083 2.145  -0.172
O10 6.801 2.960 1.372  0.026
H46 7.535 1.992 4.048  0.137
H47 5.746 2.038 4.235  0.134
H48 7.169 4.381 4.305  0.120
H49 5.588 4.262 3.516  0.124
H50 8.319 4.093 2.175  0.129
H51 6.874 5.007 1.675  0.128
O11 -4.063 9.544 3.407  0.090
C41 -3.558 9.289 4.488  -0.461
C42 -4.273 9.298 5.805  -0.086
C43 -3.128 9.309 6.786  -0.169
C44 -2.041 8.589 6.033  -0.168
O12 -2.257 8.911 4.660  0.019
H52 -4.874 8.389 5.891  0.137
H53 -4.898 10.188 5.908  0.133
H54 -3.369 8.842 7.745  0.122
H55 -2.822 10.344 6.982  0.124
H56 -2.103 7.502 6.151  0.132
H57 -1.044 8.922 6.337  0.130
O13 4.822 -3.296 7.352  0.100
C45 4.224 -4.269 6.922  -0.459
C46 2.734 -4.417 6.863  -0.087
C47 2.572 -5.898 6.634  -0.167
C48 3.829 -6.256 5.885  -0.175
O14 4.829 -5.367 6.382  0.029
H58 2.349 -3.831 6.024  0.133
H59 2.269 -4.103 7.801  0.132
H60 1.659 -6.160 6.092  0.120
H61 2.554 -6.420 7.599  0.124
H62 3.729 -6.100 4.806  0.075
H63 4.132 -7.291 6.067  0.130
O15 3.877 -9.827 -3.069  0.100
C49 2.716 -9.917 -2.706  -0.454
C50 2.034 -11.183 -2.283  -0.080
C51 0.579 -10.791 -2.332  -0.155
C52 0.625 -9.314 -2.039  -0.197
O16 1.861 -8.859 -2.590  0.004
H64 2.352 -11.438 -1.268  0.138
H65 2.253 -12.000 -2.974  0.133
H66 -0.049 -11.349 -1.632  0.124
H67 0.188 -10.956 -3.343  0.125
H68 0.623 -9.103 -0.965  0.045
H69 -0.206 -8.779 -2.507  0.124

Entry 2:
The following is a quantum chemistry calculation of the molecule C18H22N4O5 at a distorted geometry, from the Open Molecules 2025 dataset.

Values from the calculation:
HOMO-LUMO gap	8.9	eV
relative energy (zero: lowest compared OMol25 entry of this formula, charge and spin)	89.6	kcal per mole
SMILES	[H]/N=C(/N)c1ccc(NC(=O)CCC(=O)N[C@@H](C#CCOC)CC(=O)O)cc1
energy	-35219.496	eV
charge	0
LUMO	0.2	eV

Each line ends with the Löwdin charge.
Geometry (Å):
H1 -2.449 -4.544 2.999  0.021
N1 -2.623 -4.838 2.046  0.099
C1 -2.437 -3.943 1.136  -0.460
N2 -2.721 -4.497 -0.087  0.104
C2 -1.975 -2.575 1.307  -0.173
C3 -1.963 -2.001 2.593  -0.007
C4 -1.648 -0.661 2.759  -0.014
C5 -1.446 0.148 1.635  -0.225
N3 -1.199 1.504 1.902  0.133
C6 -1.380 2.628 1.083  -0.400
O1 -1.487 2.522 -0.132  0.033
C7 -1.058 4.046 1.603  -0.090
C8 -0.417 5.021 0.586  -0.086
C9 0.983 4.560 0.274  -0.463
O2 1.937 5.241 0.651  0.043
N4 1.254 3.411 -0.418  0.096
C10 2.532 2.778 -0.580  -0.291
C11 2.389 1.405 -0.123  0.048
C12 2.307 0.282 0.321  0.043
C13 2.176 -1.092 0.817  -0.229
O3 3.455 -1.688 0.741  -0.186
C14 4.270 -1.538 1.884  -0.108
C15 2.992 2.861 -2.094  -0.032
C16 4.297 2.126 -2.395  -0.487
O4 5.279 2.444 -1.763  0.101
O5 4.297 1.262 -3.467  0.092
C17 -1.418 -0.433 0.355  0.000
C18 -1.672 -1.807 0.194  -0.020
H2 -3.094 -5.445 -0.028  0.107
H3 -2.830 -3.936 -0.905  0.072
H4 -2.234 -2.640 3.417  0.103
H5 -1.622 -0.286 3.772  0.112
H6 -0.979 1.749 2.859  0.139
H7 -2.011 4.467 1.866  0.109
H8 -0.470 3.977 2.551  0.133
H9 -0.398 6.020 1.006  0.119
H10 -1.040 5.071 -0.351  0.141
H11 0.450 2.864 -0.734  0.127
H12 3.304 3.302 0.021  0.164
H13 1.449 -1.715 0.259  0.128
H14 1.843 -1.008 1.876  0.127
H15 4.025 -0.637 2.462  0.089
H16 4.223 -2.380 2.561  0.078
H17 5.316 -1.424 1.547  0.096
H18 3.146 3.933 -2.380  0.147
H19 2.192 2.522 -2.734  0.111
H20 5.195 0.919 -3.617  0.126
H21 -1.183 0.181 -0.532  0.116
H22 -1.629 -2.226 -0.812  0.114

Entry 3:
The following is a quantum chemistry calculation of a cluster of 2 separate species, C2H8OS2 in total at a distorted geometry, from the Open Molecules 2025 dataset.

Values from the calculation:
HOMO-LUMO gap (alpha / beta)	3.3 / 6.6	eV
2S+1	2
relative energy (zero: lowest compared OMol25 entry of this formula, charge and spin)	23.4	kcal per mole
<S²>	0.754
energy	-25920.477	eV
charge	-1
LUMO (alpha / beta)	3.2 / 3.2	eV

Each line ends with the Löwdin spin population.
Geometry (Å):
C1 -2.135 -1.649 0.044  0.003
C2 -1.214 -0.517 0.488  0.043
S1 0.476 -1.078 0.843  0.431
S2 1.316 -1.428 -1.187  0.445
H1 -1.996 -1.857 -1.013  0.000
H2 -3.180 -1.390 0.192  0.000
H3 -1.892 -2.567 0.613  0.003
H4 -1.662 0.015 1.307  0.014
H5 -1.142 0.289 -0.275  0.004
H6 1.576 -0.231 -1.785  0.055
H7 4.126 3.810 0.137  0.000
H8 2.399 3.296 0.429  0.000
O1 3.330 3.305 0.207  0.002

Entry 4:
The following is a quantum chemistry calculation of a structure of composition C6H12BaN2OP at a distorted geometry, from the Open Molecules 2025 dataset.

Values from the calculation:
HOMO-LUMO gap	2.8	eV
energy	-21423.447	eV
charge	-1
LUMO	2.2	eV

Each line ends with the Löwdin charge.
Geometry (Å):
C1 -0.439 -0.874 -2.432  -0.176
C2 -0.729 -2.168 -2.859  -0.253
C3 0.306 -3.064 -2.482  -0.228
C4 1.353 -2.385 -1.808  -0.267
C5 1.053 -1.031 -1.673  -0.207
Ba1 0.056 2.353 -0.872  0.422
P1 -0.507 4.409 1.254  0.396
H1 -0.988 0.067 -2.594  -0.022
H2 -1.631 -2.456 -3.403  0.068
H3 0.308 -4.131 -2.697  0.054
H4 1.680 -0.208 -1.298  -0.003
H5 2.268 -2.857 -1.442  0.068
H6 -1.657 4.323 2.128  -0.168
H7 -0.762 5.761 0.805  -0.161
H8 0.448 4.772 2.277  -0.169
N1 -0.002 -1.329 1.532  0.204
C6 -0.088 -0.025 1.797  -0.626
N2 -0.216 0.419 3.052  0.160
O1 -0.053 0.845 0.833  -0.514
H9 -0.021 -2.010 2.283  0.116
H10 0.138 -1.621 0.566  0.095
H11 -0.274 1.423 3.187  0.102
H12 -0.242 -0.212 3.845  0.109

Entry 5:
The following is a quantum chemistry calculation of a cluster of 40 separate species, H80O40 in total at a distorted geometry, from the Open Molecules 2025 dataset.

Values from the calculation:
HOMO-LUMO gap	10.0	eV
relative energy (zero: lowest compared OMol25 entry of this formula, charge and spin)	373.5	kcal per mole
energy	-83189.620	eV
charge	0
LUMO	-0.7	eV

Each line ends with the Löwdin charge.
Geometry (Å):
H1 1.075 -3.040 5.400  -0.022
H2 0.143 -2.560 6.363  0.039
O1 1.031 -2.897 6.310  -0.009
H3 2.189 0.440 -0.735  -0.033
H4 2.538 1.877 -0.625  0.043
O2 1.858 1.270 -0.859  -0.013
H5 -5.107 2.571 -1.488  0.020
H6 -4.025 1.597 -0.890  0.073
O3 -4.164 2.470 -1.407  -0.086
H7 0.954 0.684 5.725  0.031
H8 1.282 -0.507 6.725  0.073
O4 0.796 -0.260 5.923  -0.068
H9 0.909 2.747 -4.585  0.104
H10 0.783 2.293 -2.952  0.027
O5 1.192 2.906 -3.623  -0.109
H11 0.002 -3.921 -3.282  -0.068
O6 0.806 -3.870 -3.602  0.112
H12 -1.572 -2.211 2.675  0.014
O7 -0.828 -2.881 2.654  -0.131
H13 -1.726 -1.118 0.174  0.114
H14 -1.472 0.032 1.280  0.020
O8 -1.775 -0.870 1.210  -0.088
H15 -3.927 1.998 1.477  0.074
H16 -3.488 3.214 0.549  0.039
O9 -3.330 2.871 1.464  -0.120
H17 -3.849 -1.697 -2.085  0.099
H18 -2.732 -2.528 -0.891  -0.014
O10 -3.159 -1.879 -1.370  -0.072
H19 -1.075 3.627 -2.931  0.051
H20 -1.970 2.775 -2.000  -0.044
O11 -1.151 2.995 -2.253  0.021
H21 -6.312 2.278 0.902  0.037
O12 -6.135 2.779 0.117  -0.080
H22 2.386 -0.002 -2.681  0.099
H23 1.839 -1.433 -2.708  -0.053
O13 2.315 -0.888 -3.229  -0.038
H24 3.211 0.499 3.763  0.060
H25 4.247 0.308 4.789  0.013
O14 4.029 0.971 4.157  -0.063
H26 -2.017 3.330 2.385  0.028
H27 -2.115 4.079 3.684  0.053
O15 -1.770 4.198 2.810  -0.084
H28 1.414 5.124 1.756  -0.019
H29 1.870 6.198 2.575  0.028
O16 2.095 5.776 1.754  -0.035
H30 -1.953 5.638 -0.232  -0.107
H31 -1.707 5.782 1.264  0.003
O17 -2.222 5.900 0.501  0.074
H32 3.670 -4.341 0.396  0.034
H33 3.963 -4.157 1.900  0.096
O18 3.915 -3.643 1.046  -0.081
H34 4.752 0.320 0.461  0.091
O19 4.238 0.768 -0.335  -0.091
H35 2.252 -1.984 4.311  0.003
H36 1.695 -2.119 2.882  -0.007
O20 2.473 -2.045 3.397  0.003
H37 1.932 2.819 5.165  -0.036
O21 1.928 2.539 6.032  0.001
H38 1.403 -3.001 -0.493  0.037
H39 2.624 -2.626 0.532  -0.029
O22 2.169 -2.483 -0.262  -0.034
H40 -1.789 -1.250 -4.196  0.033
H41 -0.348 -1.476 -4.315  0.001
O23 -1.134 -1.993 -4.234  -0.045
H42 1.044 -0.263 2.103  0.034
H43 0.604 1.143 1.975  -0.035
O24 0.524 0.410 2.466  0.048
H44 -3.932 2.386 -3.787  -0.013
H45 -2.483 2.106 -4.065  -0.012
O25 -3.345 1.848 -4.218  0.024
H46 4.336 3.708 -3.797  0.045
H47 2.924 3.074 -3.392  0.018
O26 3.931 2.973 -3.313  -0.101
H48 -0.015 4.233 3.334  -0.016
H49 0.569 2.937 2.775  0.093
O27 0.649 3.597 3.612  -0.100
H50 -3.949 -4.994 1.873  0.042
H51 -3.512 -4.160 3.164  -0.030
O28 -3.806 -4.098 2.309  -0.067
H52 5.720 -0.908 1.228  -0.088
H53 6.083 -0.349 2.528  0.027
O29 5.594 -0.977 2.063  0.064
H54 -3.472 -0.018 1.448  0.079
H55 -4.235 -0.233 0.166  0.050
O30 -4.131 0.450 0.844  -0.093
H56 -1.907 -3.023 -2.796  0.047
H57 -0.833 -3.108 -1.529  -0.027
O31 -1.422 -3.456 -2.091  -0.014
H58 0.301 2.662 -0.448  0.005
O32 -0.277 2.474 0.255  0.022
H59 -0.554 -0.416 3.423  -0.050
H60 -0.708 -0.188 4.691  0.044
O33 -1.293 -0.614 3.994  -0.094
H61 4.766 1.546 -0.661  0.084
H62 0.846 -4.594 -3.991  -0.061
H63 2.033 1.606 6.079  -0.024
H64 -0.749 -2.808 3.665  0.054
H65 -5.783 3.731 0.281  0.122
H66 -1.038 2.025 0.193  -0.043
O34 -2.910 -6.098 0.781  -0.020
H67 -3.074 -6.110 -0.165  0.060
H68 -2.065 -5.753 0.902  0.015
O35 -0.605 0.016 -2.361  -0.108
H69 -0.447 0.904 -1.841  0.062
H70 -0.318 -0.690 -1.641  0.103
O36 2.510 -4.967 -1.278  -0.137
H71 2.795 -3.908 -1.293  0.110
H72 3.147 -5.508 -1.760  0.039
O37 -4.044 -0.986 -4.274  -0.116
H73 -4.474 -0.058 -4.278  0.072
H74 -3.047 -0.780 -4.517  0.061
O38 0.747 -2.769 -6.300  0.000
H75 0.080 -3.453 -5.983  0.078
H76 1.150 -2.626 -5.565  -0.119
O39 4.394 0.405 -4.472  -0.057
H77 3.834 -0.320 -4.769  0.015
H78 3.796 0.866 -3.881  -0.026
O40 0.815 0.582 -4.898  -0.112
H79 0.343 0.297 -4.051  0.014
H80 1.769 0.263 -4.975  0.063